A molecular structure, C23H24Cl5NO2RhSSi in a non-equilibrium geometry. Source: OMol25; level of theory: the ωB97M-V functional and the def2-TZVPD basis.

Each line ends with the Mulliken charge.
Geometry (Å):
Rh1 -0.78 -0.34 -0.80  -0.02
C1 -2.59 -2.62 1.94  -1.10
Si1 -2.46 -0.75 1.55  0.56
C2 -3.01 0.57 2.82  -1.17
C3 -3.64 -0.64 0.08  -1.24
N1 -0.80 -0.27 1.17  0.72
C4 0.26 -0.43 1.99  0.54
C5 0.17 -0.74 3.39  -0.68
C6 1.29 -1.01 4.15  -0.80
C7 2.59 -0.72 3.66  -0.58
C8 2.76 -0.36 2.33  -0.58
C9 1.61 -0.13 1.54  -0.25
O1 1.72 0.08 0.16  0.28
C10 2.36 1.17 -0.41  0.49
C11 3.15 0.96 -1.60  -0.87
C12 3.99 1.98 -1.95  -0.22
C13 4.11 3.18 -1.21  -0.59
C14 3.21 3.44 -0.22  -0.76
C15 2.30 2.43 0.22  0.09
H1 -3.47 -2.76 2.65  0.36
H2 -1.64 -3.10 2.31  0.33
H3 -2.85 -3.15 0.97  0.28
H4 -2.31 1.44 2.91  0.29
H5 -3.15 0.18 3.84  0.42
H6 -4.02 0.98 2.52  0.37
H7 -4.60 -1.00 0.46  0.42
H8 -3.34 -1.36 -0.68  0.32
H9 -3.77 0.38 -0.35  0.32
H10 -0.79 -0.87 3.84  0.45
H11 1.15 -1.44 5.15  0.41
H12 3.42 -0.75 4.33  0.47
H13 3.75 -0.28 1.94  0.50
H14 3.15 0.02 -2.13  0.39
H15 4.63 1.85 -2.88  0.32
H16 4.86 3.94 -1.52  0.35
H17 3.23 4.41 0.23  0.44
H18 1.61 2.59 1.08  0.41
Cl1 -1.64 -0.18 -3.28  -0.18
C16 -1.69 1.47 -2.77  1.59
C17 -1.32 1.51 -1.45  -1.68
C18 -1.70 2.67 -0.76  1.06
Cl2 -1.61 2.75 0.95  -0.24
C19 -2.19 3.84 -1.40  -0.38
Cl3 -2.33 5.36 -0.56  -0.16
C20 -2.43 3.78 -2.80  0.52
Cl4 -2.98 5.14 -3.61  -0.15
C21 -2.22 2.56 -3.46  0.14
Cl5 -2.52 2.34 -5.11  -0.18
C22 0.14 -3.69 -3.02  -1.03
S1 1.24 -2.83 -1.85  0.59
C23 2.13 -4.21 -1.10  -1.10
O2 0.31 -2.38 -0.74  -0.47
H19 -0.85 -3.93 -2.52  0.25
H20 0.61 -4.65 -3.35  0.42
H21 -0.03 -3.00 -3.85  0.31
H22 2.36 -4.95 -1.88  0.43
H23 1.58 -4.71 -0.28  0.31
H24 3.04 -3.78 -0.65  0.33

Summary:
HOMO (spin up / spin down): -10.097 / -11.289 eV
total charge: +1
F_max: 2.73 eV/Å
⟨S²⟩: 6.06
E_LUMO (spin up / spin down): -2.04 / -5.23 eV
multiplicity: 5

=====

A molecular structure, C16H58O15 in a non-equilibrium geometry. Source: OMol25; level of theory: the ωB97M-V functional and the def2-TZVPD basis.

Each line ends with the Mulliken charge.
Geometry (Å):
O1 3.15 0.75 2.37  -1.03
H1 2.39 1.21 2.03  0.72
H2 3.19 -0.06 1.86  0.77
O2 -1.96 1.06 -0.68  -1.18
H3 -2.28 1.89 -0.34  0.35
H4 -2.58 0.41 -0.36  0.30
O3 3.23 -1.10 1.71  -0.38
H5 3.69 -1.87 2.04  0.35
H6 3.34 -1.14 0.76  0.45
O4 -1.49 -1.12 2.93  -0.25
H7 -1.96 -1.59 3.61  0.64
H8 -0.65 -1.56 2.86  0.67
O5 -3.51 -0.05 -0.05  -0.41
H9 -4.43 0.19 0.07  0.44
H10 -3.12 0.03 0.82  0.31
O6 3.29 0.07 -1.76  -0.90
H11 3.39 0.56 -0.94  0.83
H12 2.69 0.60 -2.28  0.21
O7 1.59 2.11 1.65  -0.80
H13 0.91 1.84 2.26  0.24
H14 1.14 2.68 1.02  0.60
C1 3.91 2.96 0.92  -0.41
C2 3.32 2.07 -0.16  0.25
O8 3.79 0.68 0.03  -0.33
O9 5.28 3.24 0.65  -0.58
H15 3.84 2.55 1.93  0.39
H16 3.46 3.96 0.95  0.31
H17 3.48 2.39 -1.19  0.08
H18 2.24 2.08 0.01  -0.35
H19 4.68 0.69 0.39  0.69
H20 5.76 2.41 0.59  0.35
C3 -1.33 1.61 2.23  1.16
C4 -2.77 1.04 2.38  -1.14
O10 -2.78 -0.26 1.76  -0.56
O11 -0.35 0.80 2.85  -0.81
H21 -1.43 2.64 2.58  0.67
H22 -1.21 1.74 1.15  -0.92
H23 -3.45 1.64 1.78  0.43
H24 -3.15 1.01 3.40  0.39
H25 -2.18 -0.81 2.28  0.62
H26 -0.65 -0.10 2.72  1.47
C5 -2.81 -1.99 0.78  0.41
C6 -2.25 -3.38 0.81  0.75
C7 -3.00 -4.18 1.86  -1.73
O12 -2.60 -4.05 -0.36  -0.69
H27 -2.76 -1.58 1.79  0.41
H28 -3.86 -2.10 0.52  0.77
H29 -2.34 -1.36 0.03  0.77
H30 -1.17 -3.42 0.95  0.24
H31 -3.02 -5.26 1.73  0.45
H32 -4.06 -4.00 1.67  0.39
H33 -2.70 -3.95 2.88  0.19
H34 -2.01 -3.74 -1.06  0.38
C8 -0.56 -0.61 0.72  1.30
C9 0.25 0.40 -0.11  2.07
C10 1.75 0.07 -0.04  -1.94
O13 -0.17 0.32 -1.45  -0.37
H35 -0.29 -1.65 0.55  -1.47
H36 -1.63 -0.48 0.56  -3.24
H37 -0.42 -0.46 1.79  -2.59
H38 0.14 1.39 0.32  -0.66
H39 2.31 0.68 -0.75  -0.62
H40 1.93 -0.98 -0.22  0.07
H41 2.20 0.35 0.91  -0.50
H42 -0.98 0.82 -1.51  1.21
C11 -1.80 2.78 -2.25  -1.25
C12 -0.97 1.82 -3.06  1.26
C13 -1.31 1.94 -4.52  -1.87
O14 0.37 2.16 -2.86  -0.55
H43 -2.81 2.42 -2.04  0.24
H44 -2.03 3.71 -2.78  0.45
H45 -1.35 2.97 -1.28  0.23
H46 -1.11 0.77 -2.79  0.59
H47 -1.18 3.00 -4.75  0.42
H48 -2.29 1.64 -4.90  0.32
H49 -0.57 1.50 -5.19  0.36
H50 0.50 3.00 -2.41  0.38
C14 1.82 -1.43 -2.48  -0.24
C15 0.58 -2.41 -2.08  -0.14
C16 0.87 -3.06 -0.70  -1.08
O15 -0.56 -1.53 -1.98  -0.68
H51 2.02 -1.43 -3.55  0.37
H52 2.78 -1.85 -2.18  0.35
H53 1.76 -0.42 -2.07  -0.89
H54 0.49 -3.21 -2.82  0.46
H55 1.75 -3.71 -0.70  0.48
H56 -0.02 -3.65 -0.46  0.47
H57 0.99 -2.37 0.13  0.48
H58 -0.36 -0.74 -1.46  0.58

Summary:
HOMO: -7.574 eV
total charge: 0
F_max: 15.35 eV/Å
E_LUMO: -0.60 eV
multiplicity: 1

=====

4 unconnected molecules or ions with the total composition C2H11O4 in a non-equilibrium geometry. Source: OMol25; level of theory: the ωB97M-V functional and the def2-TZVPD basis.

Each line ends with the Mulliken charge.
Geometry (Å):
C1 -0.04 -0.86 0.84  -0.40
O1 -0.23 0.17 -0.03  -0.88
C2 1.36 -0.76 1.55  -1.10
H1 -0.80 -0.75 1.66  0.29
H2 -0.06 -1.93 0.51  0.37
H3 1.44 -1.55 2.30  0.36
H4 2.04 -1.14 0.77  0.28
H5 1.77 0.24 1.68  0.24
H6 -0.30 1.47 0.64  0.39
H7 0.69 2.65 1.08  0.25
O2 -0.20 2.35 1.22  -0.75
H8 0.64 -0.24 -2.39  0.30
H9 1.03 0.58 -1.20  0.39
O3 1.34 0.36 -2.12  -0.73
H10 -1.79 -0.43 -1.01  0.37
H11 -1.88 -1.72 -0.55  0.33
O4 -2.24 -1.26 -1.32  -0.70

Summary:
HOMO: -4.595 eV
total charge: -1
F_max: 2.99 eV/Å
energy relative to the best compared isomer or geometry (same formula, charge and spin): 16.7 kcal/mol
E_LUMO: 4.09 eV
multiplicity: 1

=====

A molecular structure, C5H9NO. Source: OMol25; level of theory: the ωB97M-V functional and the def2-TZVPD basis.

Each line ends with the Mulliken charge.
Geometry (Å):
C1 -1.81 1.10 -0.48  -0.85
N1 -0.92 0.13 0.14  -0.20
C2 -0.29 0.47 1.37  -0.25
C3 0.49 0.40 0.08  -0.41
C4 1.41 -0.81 -0.95  0.65
O1 2.03 -0.28 -1.82  -0.55
C5 1.34 -1.98 -0.22  -1.07
H1 -2.82 0.97 -0.09  0.28
H2 -1.83 0.93 -1.56  0.28
H3 -1.49 2.15 -0.29  0.33
H4 -0.44 1.48 1.78  0.27
H5 -0.21 -0.32 2.11  0.25
H6 0.83 1.37 -0.31  0.45
H7 1.93 -2.84 -0.53  0.31
H8 1.36 -0.58 0.45  0.22
H9 0.42 -2.17 0.32  0.28

Summary:
HOMO: -8.681 eV
total charge: 0
F_max: 0.49 eV/Å
energy relative to the best compared isomer or geometry (same formula, charge and spin): 136.1 kcal/mol
E_LUMO: 0.85 eV
multiplicity: 1

=====

A single C2H3NOS2 molecule in a non-equilibrium geometry. Source: OMol25; level of theory: the ωB97M-V functional and the def2-TZVPD basis.

Each line ends with the Mulliken charge.
Geometry (Å):
C1 1.21 -0.67 -0.34  0.06
C2 -0.87 0.20 -0.24  -0.19
N1 1.63 0.52 -0.46  -0.40
O1 -0.11 -0.92 -0.15  -0.34
S1 0.50 1.80 -0.65  -0.02
S2 -1.63 0.62 1.41  -0.14
H1 1.81 -1.47 -0.32  0.48
H2 -1.43 0.36 -1.12  0.42
H3 -1.10 -0.45 1.87  0.13

Summary:
HOMO: -8.626 eV
total charge: 0
F_max: 4.65 eV/Å
energy relative to the best compared isomer or geometry (same formula, charge and spin): 56.7 kcal/mol
SMILES: S[C@@H]1OC=NS1
E_LUMO: 0.29 eV
multiplicity: 1

=====

A molecular structure, C39H40ClN5OS5Ti. Source: OMol25; level of theory: the ωB97M-V functional and the def2-TZVPD basis.

Each line ends with the Mulliken charge.
Geometry (Å):
Ti1 -0.25 0.29 -1.01  -0.73
C1 -3.97 -3.97 1.47  -0.63
C2 -2.53 -3.53 1.70  -1.01
S1 -2.14 -1.81 1.35  0.41
C3 -3.39 -0.91 2.28  -1.38
C4 -4.64 -0.37 1.52  -0.95
S2 -4.55 -0.33 -0.28  0.22
C5 -5.88 -1.44 -0.79  -0.81
C6 -5.99 -2.81 -0.13  -0.78
S3 -4.55 -3.89 -0.24  -0.07
H1 -4.65 -3.35 2.07  0.20
H2 -4.08 -4.99 1.83  0.49
H3 -1.86 -4.08 1.03  0.25
H4 -2.25 -3.80 2.72  0.44
H5 -2.86 -0.05 2.69  0.51
H6 -3.71 -1.51 3.13  0.54
H7 -4.81 0.65 1.86  0.47
H8 -5.52 -0.95 1.81  0.46
H9 -5.69 -1.56 -1.86  0.34
H10 -6.86 -0.96 -0.70  0.38
H11 -6.83 -3.33 -0.60  0.45
H12 -6.25 -2.72 0.92  0.31
C7 4.02 2.80 3.95  -1.68
C8 2.92 1.76 4.21  2.36
C9 3.11 1.17 5.61  -1.91
C10 1.57 2.48 4.19  -1.92
C11 3.00 0.66 3.16  0.26
C12 4.09 -0.23 3.19  -0.36
C13 4.16 -1.29 2.30  -1.33
C14 3.16 -1.45 1.36  1.21
S4 2.97 -2.76 0.22  -0.57
C15 1.47 -2.03 -0.31  0.23
N1 1.19 -0.79 0.25  1.44
C16 2.11 -0.53 1.24  -2.78
C17 2.03 0.50 2.18  0.96
C18 0.55 -2.64 -1.19  0.91
C19 0.62 -4.00 -1.58  -0.75
C20 -0.34 -4.52 -2.43  -0.83
C21 -1.40 -3.72 -2.87  -0.89
C22 -1.47 -2.39 -2.44  -0.01
C23 -0.52 -1.80 -1.62  0.46
H13 4.03 3.56 4.74  0.45
H14 3.86 3.29 3.00  0.29
H15 5.01 2.32 3.92  0.33
H16 2.92 1.93 6.38  0.45
H17 4.13 0.80 5.76  0.35
H18 2.43 0.33 5.78  0.39
H19 1.56 3.25 4.97  0.49
H20 0.74 1.79 4.39  0.36
H21 1.37 2.96 3.24  0.31
H22 4.87 -0.10 3.93  0.35
H23 4.98 -2.00 2.36  0.34
H24 1.15 1.14 2.15  -0.09
H25 1.42 -4.63 -1.22  0.33
H26 -0.28 -5.56 -2.73  0.33
H27 -2.17 -4.14 -3.51  0.34
H28 -2.34 -1.82 -2.75  0.13
S5 -1.40 1.65 1.12  -0.74
C24 -0.08 2.63 0.57  0.84
C25 0.19 3.95 1.00  -1.10
C26 1.38 4.53 0.66  -0.17
C27 2.32 3.84 -0.12  -1.12
C28 1.95 2.60 -0.59  -0.73
N2 0.77 2.04 -0.29  0.47
H29 -0.55 4.45 1.60  0.47
H30 1.60 5.53 1.01  0.35
H31 3.28 4.26 -0.38  0.47
H32 2.59 2.02 -1.24  0.79
N3 -2.79 0.78 -3.85  -0.30
C29 -2.38 1.67 -2.89  0.67
O1 -1.79 1.19 -1.88  0.42
C30 -2.66 3.04 -3.05  0.48
C31 -3.35 3.45 -4.23  -0.52
N4 -3.89 3.79 -5.19  -0.72
C32 -2.30 4.02 -2.09  0.11
N5 -2.04 4.87 -1.35  -0.72
H33 -2.32 -0.11 -3.82  0.09
H34 -3.06 1.13 -4.76  0.22
Cl1 2.80 2.83 -3.88  -0.24
C33 3.11 1.11 -3.69  0.75
C34 4.42 0.70 -3.87  -0.64
C35 4.74 -0.65 -3.83  -0.53
C36 3.71 -1.57 -3.64  -0.81
C37 2.42 -1.14 -3.46  -0.35
C38 2.05 0.23 -3.43  0.04
C39 0.67 0.61 -3.13  -1.15
H35 5.18 1.45 -4.05  0.40
H36 5.77 -0.97 -3.96  0.34
H37 3.93 -2.63 -3.62  0.38
H38 1.63 -1.87 -3.30  0.50
H39 -0.02 -0.04 -3.66  0.40
H40 0.47 1.66 -3.37  0.62

Summary:
HOMO (spin up / spin down): 0.234 / -2.083 eV
total charge: -2
F_max: 0.85 eV/Å
energy relative to the best compared isomer or geometry (same formula, charge and spin): 0.0 kcal/mol
⟨S²⟩: 2.02
E_LUMO (spin up / spin down): 3.75 / 3.75 eV
multiplicity: 3